## P
DFT (ωB97M-V/def2-TZVPD) results for C4H8O2 in the gas phase.

Results
SMILES: CC(=O)[C@@H](C)O
lowest unoccupied orbital energy: 0.0252 hartree
E_HOMO: -9.49 eV
HOMO-LUMO gap: 10.18 eV

Structure (XYZ):
```
14
C4H8O2 (ωB97M-V/def2-TZVPD)
C 1.0350 1.5011 -0.4204
C 0.7625 0.0296 -0.6271
O 1.5811 -0.7226 -1.1109
C -0.6022 -0.5232 -0.2005
C -0.4560 -1.3736 1.0711
O -1.5557 0.4890 0.0739
H 2.1143 1.6623 -0.3907
H 0.5503 1.8789 0.4829
H 0.6286 2.0669 -1.2687
H -0.9392 -1.1604 -1.0303
H 0.5898 -1.5472 1.3377
H -0.9344 -2.3483 0.9526
H -0.9493 -0.8452 1.8906
H -1.8247 0.8927 -0.7603
```

## Q
DFT (ωB97M-V/def2-TZVPD) results for 2 unconnected molecules or ions with the total composition C4H8O2.

Results
SMILES: C/C=C\O.C=O
lowest unoccupied orbital energy: 0.0256 hartree
E_HOMO: -9.03 eV
HOMO-LUMO gap: 9.73 eV

Structure (XYZ):
```
14
C4H8O2 (ωB97M-V/def2-TZVPD)
C -0.6393 -0.1683 1.5654
C -1.0630 -0.0939 0.1250
C -0.5777 -0.8239 -0.8799
O 0.4338 -1.7369 -0.8440
H 0.4120 -0.4608 1.6918
H -0.7590 0.8008 2.0589
H -1.2466 -0.8964 2.1169
H -1.8245 0.6359 -0.1352
H -0.9456 -0.7184 -1.8957
H 0.9066 -1.6855 -0.0051
C 1.3206 1.2848 -0.9505
O 0.8995 2.3836 -0.7001
H 1.7194 0.6046 -0.1683
H 1.3639 0.8745 -1.9792
```

## R
DFT (ωB97M-V/def2-TZVPD) results for C4H8O2 in the gas phase.

Results
SMILES: CC1(O)COC1
lowest unoccupied orbital energy: 0.0330 hartree
E_HOMO: -9.36 eV
HOMO-LUMO gap: 10.25 eV

Structure (XYZ):
```
14
C4H8O2 (ωB97M-V/def2-TZVPD)
C 1.5224 0.1485 -0.2635
C 0.1566 -0.1245 0.3613
O 0.3874 -0.7988 1.5747
C -0.8119 -0.7765 -0.6345
O -1.4834 0.4399 -1.0044
C -0.8075 1.0698 0.4025
H 1.4103 0.6439 -1.2338
H 2.0539 -0.8005 -0.4187
H 2.1378 0.7764 0.3893
H -0.4198 -0.7068 2.0973
H -1.4663 -1.5074 -0.1379
H -0.3869 -1.1969 -1.5416
H -1.9440 0.7862 0.2197
H -0.3487 2.0466 0.1896
```

Stability, highest: P